Entry one
DFT (the ωB97M-V functional and the def2-TZVPD basis) results for a structure of composition C2H4BrClIN.

Values from the calculation:
Multiplicity = 1
HOMO-LUMO gap = 8.692 eV

Last column: natural (NBO) charge in e.
Positions of all 10 atoms, in Å:
1 C -0.364 0.986 0.710  -0.43
2 C 0.053 -0.914 -0.793  -0.04
3 N 0.358 0.373 -0.388  -0.58
4 Cl -1.605 -0.901 -1.635  -0.06
5 Br -0.087 -2.293 0.729  -0.10
6 I 2.370 0.662 -0.055  0.32
7 H 0.012 1.913 0.942  0.21
8 H -1.387 1.134 0.521  0.22
9 H -0.094 0.443 1.515  0.20
10 H 0.746 -1.403 -1.546  0.25

---

Entry two
DFT (the ωB97M-V functional and the def2-TZVPD basis) results for a cluster of 2 separate species, C2H4BrClIN in total.

Values from the calculation:
Multiplicity = 1
HOMO-LUMO gap = 8.382 eV
Structure (SMILES) = C/N=C\Br.ClI

Last column: natural (NBO) charge in e.
Positions of all 10 atoms, in Å:
1 C -0.547 0.470 -1.267  -0.47
2 N 0.125 0.194 -0.044  -0.39
3 C 1.335 -0.192 0.096  0.03
4 Br 2.538 -0.378 -1.409  -0.05
5 H -1.210 1.309 -0.995  0.23
6 H 0.353 0.554 -1.941  0.21
7 H -1.181 -0.473 -1.427  0.22
8 H 1.718 -0.405 1.088  0.21
9 Cl -1.152 0.362 3.504  -0.25
10 I -1.979 -1.442 2.395  0.25

---

Going by the computed energies, the most stable comes first: entry two, entry one.

---

Entry one
DFT (the ωB97M-V functional and the def2-TZVPD basis) results for a cluster of 2 separate species, CH4Br2Si in total.

Values from the calculation:
Multiplicity = 1
HOMO-LUMO gap (spin up / spin down) = 7.815 / 7.929 eV

Last column: natural (NBO) charge in e.
Positions of all 8 atoms, in Å:
1 C 1.631 0.122 -0.604  -0.55
2 Si -1.166 -0.182 0.734  0.83
3 Br -2.236 -1.973 -0.113  -0.30
4 Br -2.004 1.791 -0.112  -0.33
5 H 1.890 1.148 -0.626  0.18
6 H 2.271 -0.622 -0.136  0.19
7 H 0.801 -0.210 -1.254  0.19
8 H -1.187 -0.075 2.111  -0.20

---

Entry two
DFT (the ωB97M-V functional and the def2-TZVPD basis) results for an isolated molecule of CH4Br2Si.

Values from the calculation:
Multiplicity = 1
HOMO-LUMO gap = 11.085 eV
Structure (SMILES) = C[SiH](Br)Br

Last column: natural (NBO) charge in e.
Positions of all 8 atoms, in Å:
1 C -0.044 0.064 -0.519  -1.04
2 Si 1.555 -0.153 0.655  1.11
3 Br 2.761 1.654 -0.055  -0.35
4 Br 2.632 -1.895 -0.121  -0.30
5 H -1.007 -0.233 -0.319  0.24
6 H 0.068 1.061 -0.949  0.25
7 H 0.018 -0.480 -1.386  0.25
8 H 1.789 -0.180 2.015  -0.17

---

Going by the computed energies, the most stable comes first: entry two, entry one.

---

Entry one
DFT (the ωB97M-V functional and the def2-TZVPD basis) results for the ion C12H22N3 with charge +1.

Values from the calculation:
Multiplicity = 1
HOMO-LUMO gap = 7.211 eV
Structure (SMILES) = C=C/C=C\CCC[C@@H](C)[N+](=C)C/N=C/N
Net charge = +1

Last column: natural (NBO) charge in e.
Positions of all 37 atoms, in Å:
1 C 4.351 0.354 1.010  -0.36
2 C 3.249 -0.339 0.790  -0.25
3 C 2.698 -0.425 -0.563  -0.20
4 C 1.621 -1.110 -0.860  -0.18
5 C 0.915 -2.118 0.044  -0.43
6 C -0.584 -2.058 0.007  -0.42
7 C -0.984 -1.000 0.993  -0.44
8 C -2.353 -0.350 0.688  -0.02
9 C -2.655 0.766 1.695  -0.64
10 N -2.375 0.244 -0.690  -0.22
11 C -2.934 -0.501 -1.596  0.09
12 C -1.792 1.569 -1.019  -0.07
13 N -0.529 1.755 -0.354  -0.60
14 C 0.502 2.150 -0.973  0.33
15 N 1.692 2.047 -0.479  -0.74
16 H 4.842 0.175 2.029  0.22
17 H 4.842 0.895 0.217  0.19
18 H 2.777 -0.727 1.587  0.20
19 H 3.219 0.202 -1.221  0.20
20 H 1.284 -1.157 -1.851  0.19
21 H 1.145 -1.874 1.096  0.21
22 H 1.094 -3.134 -0.402  0.24
23 H -0.861 -1.781 -1.000  0.19
24 H -1.002 -2.925 0.550  0.23
25 H -0.853 -1.344 1.965  0.23
26 H -0.380 -0.033 0.883  0.24
27 H -3.032 -1.190 0.724  0.21
28 H -3.639 1.115 1.469  0.22
29 H -1.765 1.421 1.576  0.25
30 H -2.488 0.236 2.610  0.24
31 H -3.121 -0.037 -2.505  0.20
32 H -3.518 -1.493 -1.440  0.25
33 H -1.729 1.759 -2.111  0.21
34 H -2.514 2.251 -0.525  0.22
35 H 0.494 2.519 -1.956  0.16
36 H 2.534 2.465 -0.850  0.41
37 H 1.846 1.672 0.460  0.42

---

Entry two
DFT (the ωB97M-V functional and the def2-TZVPD basis) results for a cluster of 2 separate species, C12H22N3 in total.

Values from the calculation:
Multiplicity = 1
HOMO-LUMO gap (spin up / spin down) = 6.863 / 7.336 eV
Net charge = +1

Last column: natural (NBO) charge in e.
Positions of all 37 atoms, in Å:
1 C -0.795 -3.865 1.812  0.16
2 C -3.342 -0.021 -1.503  -0.36
3 C -2.957 -0.498 -0.073  -0.64
4 C -2.146 -0.203 -2.442  -0.28
5 C 0.262 -0.030 -2.049  -0.29
6 C 0.750 -0.743 -0.736  -0.19
7 C -0.554 0.225 1.060  -0.49
8 C -1.617 -0.159 0.225  0.63
9 C 1.535 2.354 0.445  -0.62
10 C 1.959 0.825 2.398  -0.62
11 C 3.155 0.472 0.245  -0.62
12 C 1.829 0.907 0.871  0.14
13 N -0.994 -2.841 1.353  -0.40
14 N -1.034 0.494 -1.912  -0.25
15 N 0.745 0.007 0.463  -0.41
16 H -0.622 -4.815 2.241  0.25
17 H -4.212 -0.564 -1.867  0.24
18 H -3.585 1.039 -1.447  0.23
19 H -3.696 -0.129 0.649  0.27
20 H -2.995 -1.598 -0.047  0.32
21 H -1.947 -1.268 -2.640  0.18
22 H -2.411 0.275 -3.395  0.26
23 H 0.947 0.800 -2.245  0.22
24 H 0.342 -0.769 -2.860  0.20
25 H 0.029 -1.560 -0.570  0.23
26 H 1.745 -1.137 -0.926  0.24
27 H -0.717 1.309 1.204  0.34
28 H -0.584 -0.218 2.071  0.29
29 H 2.398 2.978 0.655  0.23
30 H 1.319 2.415 -0.617  0.22
31 H 0.690 2.769 0.993  0.20
32 H 2.044 -0.212 2.713  0.22
33 H 1.116 1.282 2.909  0.20
34 H 2.855 1.350 2.716  0.23
35 H 3.145 0.576 -0.836  0.21
36 H 3.949 1.107 0.627  0.23
37 H 3.395 -0.554 0.511  0.22

---

Going by the computed energies, the most stable comes first: entry one, entry two.

---

Entry one
DFT (the ωB97M-V functional and the def2-TZVPD basis) results for a cluster of 4 separate species, CH10N2O4 in total.

Values from the calculation:
Multiplicity = 1
HOMO-LUMO gap = 9.675 eV
Structure (SMILES) = NC(N)=O.O.O.O

Last column: natural (NBO) charge in e.
Positions of all 17 atoms, in Å:
1 N -1.142 1.150 1.675  -0.82
2 C -1.406 1.245 2.906  0.73
3 N -0.492 0.672 3.572  -0.80
4 O -2.334 1.897 3.416  -0.68
5 H -0.524 0.395 1.414  0.37
6 H -1.621 1.728 0.999  0.41
7 H -0.404 0.700 4.578  0.42
8 H 0.279 0.368 2.995  0.36
9 O 0.297 0.103 -1.174  -0.94
10 H -0.118 0.874 -0.786  0.47
11 H 1.085 -0.035 -0.648  0.47
12 O 0.033 -2.468 -3.491  -0.93
13 H 0.116 -2.331 -2.547  0.46
14 H -0.402 -3.317 -3.573  0.46
15 O 2.144 -0.384 -3.493  -0.93
16 H 1.602 0.097 -2.867  0.47
17 H 2.887 -0.695 -2.976  0.45

---

Entry two
DFT (the ωB97M-V functional and the def2-TZVPD basis) results for a cluster of 4 separate species, CH10N2O4 in total.

Values from the calculation:
Multiplicity = 1
HOMO-LUMO gap = 9.336 eV
Structure (SMILES) = NC(N)=O.O.O.O

Last column: natural (NBO) charge in e.
Positions of all 17 atoms, in Å:
1 N 1.131 -0.191 -0.206  -0.89
2 C 1.014 0.352 -1.467  0.77
3 N -0.106 1.117 -1.677  -0.87
4 O 1.846 0.145 -2.325  -0.65
5 H 0.576 0.039 0.602  0.41
6 H 1.787 -0.942 -0.095  0.41
7 H -0.312 1.535 -2.563  0.40
8 H -0.622 1.473 -0.884  0.41
9 O -0.437 -0.250 2.489  -0.96
10 H -0.292 0.428 3.162  0.48
11 H -0.033 -1.049 2.847  0.49
12 O -1.448 1.663 0.979  -0.94
13 H -1.184 2.107 1.792  0.46
14 H -1.734 0.832 1.378  0.49
15 O 0.290 -2.592 -1.229  -0.94
16 H -0.426 -2.958 -1.759  0.46
17 H -0.049 -1.710 -1.043  0.47

---

Entry three
DFT (the ωB97M-V functional and the def2-TZVPD basis) results for a cluster of 4 separate species, CH10N2O4 in total.

Values from the calculation:
Multiplicity = 1
HOMO-LUMO gap = 10.915 eV
Structure (SMILES) = NC(N)=O.O.O.O

Last column: natural (NBO) charge in e.
Positions of all 17 atoms, in Å:
1 N -0.547 1.428 -0.195  -0.89
2 C 0.126 1.358 -1.414  0.77
3 N 1.214 0.539 -1.415  -0.84
4 O -0.284 1.911 -2.404  -0.64
5 H 0.037 1.346 0.615  0.41
6 H -1.223 2.195 -0.193  0.41
7 H 1.770 0.610 -2.246  0.40
8 H 1.694 0.376 -0.557  0.40
9 O -0.168 -2.414 1.841  -1.00
10 H -0.456 -3.292 2.065  0.48
11 H -0.801 -2.086 1.144  0.52
12 O 1.488 -0.345 2.207  -0.99
13 H 1.649 -0.214 3.126  0.47
14 H 0.974 -1.155 2.142  0.50
15 O -1.882 -1.232 -0.060  -0.98
16 H -2.053 -1.520 -0.965  0.48
17 H -1.507 -0.326 -0.170  0.50

---

Going by the computed energies, the most stable comes first: entry three, entry two, entry one.

---

Entry one
DFT (the ωB97M-V functional and the def2-TZVPD basis) results for a cluster of 2 separate species, C4H14N4 in total.

Values from the calculation:
Multiplicity = 1
HOMO-LUMO gap = 10.084 eV
Net charge = +2

Last column: natural (NBO) charge in e.
Positions of all 22 atoms, in Å:
1 C -0.213 0.870 2.346  -0.38
2 C 2.131 0.767 2.735  -0.08
3 C 0.427 0.405 1.129  0.13
4 C -0.898 -0.538 -2.213  -0.04
5 N 1.670 0.385 1.343  -0.51
6 N 0.401 -0.849 -2.697  -0.79
7 N 0.798 1.171 3.318  -0.51
8 N -2.183 -1.308 -2.914  -0.73
9 H -0.918 1.586 2.145  0.27
10 H -0.876 0.033 2.820  0.27
11 H 2.576 0.023 3.284  0.23
12 H 2.824 1.502 2.768  0.23
13 H -1.171 0.553 -2.402  0.23
14 H -1.201 -0.681 -1.148  0.23
15 H 2.424 0.235 0.723  0.43
16 H 0.477 -1.919 -2.664  0.38
17 H 0.650 -0.626 -3.682  0.41
18 H 0.785 2.144 3.449  0.45
19 H 0.583 0.697 4.255  0.47
20 H -3.064 -1.256 -2.468  0.44
21 H -2.018 -2.317 -3.024  0.43
22 H -2.117 -0.906 -3.821  0.44

---

Entry two
DFT (the ωB97M-V functional and the def2-TZVPD basis) results for a cluster of 2 separate species, C4H14N4 in total.

Values from the calculation:
Multiplicity = 1
HOMO-LUMO gap = 8.701 eV
Net charge = +2

Last column: natural (NBO) charge in e.
Positions of all 22 atoms, in Å:
1 C 1.285 -0.624 0.042  0.44
2 C -2.000 -0.051 -1.351  -0.77
3 C 0.966 0.416 0.943  -0.37
4 C -1.844 0.074 0.043  0.33
5 N 0.540 -1.721 0.028  -0.79
6 N 1.740 1.722 1.012  -0.70
7 N 2.202 -0.525 -0.969  -0.78
8 N -2.413 -0.803 0.821  -0.64
9 H -1.754 -1.014 -1.789  0.30
10 H -1.770 0.882 -2.010  0.30
11 H -3.179 0.006 -1.385  0.30
12 H 0.476 0.246 1.844  0.21
13 H -1.190 0.885 0.593  0.26
14 H 0.353 -2.181 0.930  0.42
15 H 0.840 -2.352 -0.636  0.40
16 H 1.987 1.932 -0.003  0.45
17 H 1.088 2.424 1.419  0.46
18 H 2.915 0.179 -0.980  0.40
19 H 2.567 -1.302 -1.413  0.42
20 H 2.651 1.691 1.602  0.46
21 H -3.138 -1.416 0.335  0.45
22 H -2.207 -0.773 1.762  0.43

---

Going by the computed energies, the most stable comes first: entry two, entry one.

---

Entry one
DFT (the ωB97M-V functional and the def2-TZVPD basis) results for a structure of composition C3H6Br2O2.

Values from the calculation:
Multiplicity = 1
HOMO-LUMO gap (spin up / spin down) = 8.250 / 8.475 eV

Last column: natural (NBO) charge in e.
Positions of all 13 atoms, in Å:
1 C -0.327 0.534 1.666  -0.43
2 C 0.507 -0.164 -1.397  0.29
3 C 1.354 -0.030 -0.115  -0.33
4 O -0.593 -0.999 -1.266  -0.72
5 O 1.282 -0.441 -2.535  -0.71
6 Br 2.034 -1.679 0.424  0.09
7 Br 2.327 1.467 0.144  0.16
8 H -1.015 1.131 1.176  0.18
9 H 0.433 0.785 2.259  0.17
10 H -0.614 -0.556 1.682  0.18
11 H 0.027 0.927 -1.464  0.15
12 H -0.300 -1.942 -0.907  0.48
13 H 0.748 -0.873 -3.125  0.48

---

Entry two
DFT (the ωB97M-V functional and the def2-TZVPD basis) results for a cluster of 2 separate species, C3H6Br2O2 in total.

Values from the calculation:
Multiplicity = 1
HOMO-LUMO gap (spin up / spin down) = 6.728 / 6.729 eV

Last column: natural (NBO) charge in e.
Positions of all 13 atoms, in Å:
1 C 0.533 -1.560 0.204  -0.64
2 C 0.475 -0.047 0.695  -0.32
3 C -0.343 0.641 -0.365  0.84
4 O -0.471 1.946 -0.321  -0.66
5 O -0.542 0.018 -1.540  -0.60
6 Br 2.282 0.915 0.569  -0.03
7 Br -3.058 0.506 0.664  -0.68
8 H 0.628 -1.542 -0.857  0.23
9 H -0.371 -2.049 0.474  0.25
10 H 1.294 -2.257 0.548  0.24
11 H 0.189 0.185 1.827  0.31
12 H 0.104 2.535 0.231  0.55
13 H -0.720 0.708 -2.129  0.51

---

Going by the computed energies, the most stable comes first: entry two, entry one.

---

Entry one
DFT (the ωB97M-V functional and the def2-TZVPD basis) results for an isolated molecule of CHN2O2P.

Values from the calculation:
Multiplicity = 1
HOMO-LUMO gap = 10.662 eV
Structure (SMILES) = N#CP[N+](=O)[O-]

Last column: natural (NBO) charge in e.
Positions of all 7 atoms, in Å:
1 N -0.615 2.311 -0.409  -0.22
2 C -0.635 1.312 0.146  -0.11
3 P -0.772 -0.284 0.878  0.68
4 N 0.810 -0.763 0.107  0.34
5 O 1.617 0.135 -0.047  -0.37
6 O 0.900 -1.860 -0.320  -0.35
7 H -1.306 -0.852 -0.355  0.03

---

Entry two
DFT (the ωB97M-V functional and the def2-TZVPD basis) results for a cluster of 2 separate species, CHN2O2P in total.

Values from the calculation:
Multiplicity = 1
HOMO-LUMO gap (spin up / spin down) = 7.982 / 8.699 eV

Last column: natural (NBO) charge in e.
Positions of all 7 atoms, in Å:
1 C -1.619 -1.568 0.090  -0.19
2 N -1.659 -2.379 -0.723  -0.20
3 N -2.269 0.889 -0.090  0.31
4 O -3.411 0.794 -0.528  -0.35
5 O -1.463 1.759 -0.368  -0.35
6 P -1.839 -0.336 1.292  0.73
7 H 0.449 0.667 0.526  0.04

---

Entry three
DFT (the ωB97M-V functional and the def2-TZVPD basis) results for an isolated molecule of CHN2O2P.

Values from the calculation:
Multiplicity = 1
HOMO-LUMO gap = 10.261 eV
Structure (SMILES) = N#CP[N+](=O)[O-]

Last column: natural (NBO) charge in e.
Positions of all 7 atoms, in Å:
1 N 0.256 -2.259 -0.799  -0.21
2 C 0.426 -1.427 -0.042  -0.13
3 P 0.516 -0.087 1.047  0.69
4 N -0.672 0.968 0.054  0.36
5 O -1.855 0.733 0.275  -0.37
6 O -0.206 1.640 -0.797  -0.33
7 H 1.535 0.432 0.261  0.00

---

Going by the computed energies, the most stable comes first: entry three, entry one, entry two.

---

Entry one
DFT (the ωB97M-V functional and the def2-TZVPD basis) results for an isolated molecule of C6H7NO2S.

Values from the calculation:
Multiplicity = 1
HOMO-LUMO gap = 9.985 eV
Structure (SMILES) = NS(=O)(=O)c1ccccc1

Last column: natural (NBO) charge in e.
Positions of all 17 atoms, in Å:
1 N -1.828 -0.368 1.432  -1.01
2 S -1.484 0.060 -0.164  2.30
3 O -1.913 1.422 -0.381  -0.91
4 O -1.961 -1.127 -0.755  -0.93
5 C 0.277 0.038 -0.175  -0.35
6 C 0.913 -1.192 -0.215  -0.21
7 C 2.252 -1.228 -0.026  -0.21
8 C 3.067 -0.090 0.067  -0.19
9 C 2.393 1.180 0.091  -0.21
10 C 0.998 1.331 -0.080  -0.19
11 H -1.470 0.355 1.966  0.36
12 H -1.032 -1.177 1.740  0.38
13 H 0.347 -2.066 -0.202  0.23
14 H 2.594 -2.187 -0.171  0.21
15 H 4.182 -0.221 0.219  0.23
16 H 3.080 2.026 0.271  0.22
17 H 0.425 2.284 -0.096  0.26

---

Entry two
DFT (the ωB97M-V functional and the def2-TZVPD basis) results for an isolated molecule of C6H7NO2S.

Values from the calculation:
Multiplicity = 1
HOMO-LUMO gap (spin up / spin down) = 8.298 / 5.690 eV

Last column: natural (NBO) charge in e.
Positions of all 17 atoms, in Å:
1 C 0.632 2.248 1.048  -0.39
2 C 1.168 1.237 0.369  0.03
3 C -0.562 2.177 1.964  0.30
4 C -0.984 -1.305 -0.355  -0.45
5 C 0.399 -0.835 -0.911  -0.20
6 C -0.640 -0.407 0.848  0.04
7 N 0.564 0.011 0.289  -0.39
8 O -0.646 1.998 3.150  -0.50
9 O -3.134 1.786 1.996  -0.85
10 S -2.107 2.181 1.004  0.85
11 H 1.124 3.163 1.219  0.24
12 H 1.890 1.480 -0.462  0.22
13 H -1.919 -1.194 -0.910  0.25
14 H -0.999 -2.453 0.087  0.22
15 H 1.272 -1.594 -1.161  0.21
16 H 0.267 -0.275 -1.828  0.20
17 H -0.934 -0.106 1.757  0.21

---

Going by the computed energies, the most stable comes first: entry one, entry two.